1.
73
Properties=species:S:1:pos:R:3:forces:R:3:lowdin_spin:R:1 method="wB97M-V/def2-TZVPD" spin_multiplicity=3 s_squared=2.050 orbital_gap_ha="0.14315 / 0.24253" homo_energy_ev="0.49 / -2.21" total_charge=-2 e_lumo_ev="4.39 / 4.39" max_force_ha_per_bohr=0.032
Ti -0.531479 0.026895 0.268328 -0.127 0.414 1.143 0.1884
O 0.493717 0.282084 -1.234460 1.339 -0.168 -0.981 0.0305
C 1.788383 0.196543 -1.537937 -0.240 -0.129 0.251 0.0677
C 2.256005 0.654036 -2.760700 0.007 0.075 -0.175 0.0041
C 3.609317 0.601670 -3.091414 0.035 -0.059 0.085 0.1137
C 4.522452 0.085632 -2.165577 -0.108 0.018 0.029 -0.0024
C 4.070072 -0.387949 -0.947954 0.070 0.138 0.002 0.0882
C 2.701503 -0.377347 -0.597204 -0.146 0.055 0.261 0.0327
C 2.266323 -0.941713 0.633709 -0.183 -0.111 -0.222 0.2649
N 0.985204 -1.027570 1.045872 0.432 -0.406 0.162 0.1726
C 0.759344 -1.677187 2.335564 -0.031 0.165 -0.052 0.0243
C -0.745365 -1.620562 2.655664 0.259 0.339 -0.114 0.0177
N -1.227906 -0.372747 2.091961 -0.498 -0.111 0.651 0.2012
C -1.849470 0.560748 2.862035 0.430 -0.074 -0.204 0.2904
C -1.810485 1.951664 2.571597 0.139 -0.201 0.056 0.0321
C -2.672166 2.863945 3.222662 0.017 0.001 -0.006 0.1023
C -2.582047 4.231816 3.025127 0.088 -0.040 -0.051 0.0007
C -1.605553 4.739433 2.168313 -0.013 -0.089 0.050 0.1160
C -0.732077 3.862588 1.519142 0.011 0.136 -0.066 0.0136
C -0.813805 2.486201 1.677477 0.153 -0.200 0.161 0.0690
O 0.058042 1.680350 1.069410 -0.544 0.683 0.177 0.0539
H 1.527788 1.064822 -3.450704 0.001 -0.018 0.018 -0.0026
H 3.948070 0.969869 -4.052635 -0.002 0.003 -0.002 0.0103
H 5.580872 0.056394 -2.399051 0.019 -0.009 -0.003 -0.0037
H 4.774586 -0.796922 -0.229685 -0.004 -0.036 -0.038 0.0031
H 3.038721 -1.355409 1.279334 0.064 -0.061 0.052 0.0216
H 1.322537 -1.158849 3.122995 0.094 0.085 -0.004 0.0068
H 1.103027 -2.719505 2.307705 0.029 -0.034 0.026 0.0038
H -0.911372 -1.668060 3.734550 -0.001 0.017 0.146 0.0018
H -1.223904 -2.470807 2.186271 -0.153 -0.123 -0.022 0.0028
H -2.368911 0.233419 3.761061 -0.088 -0.061 0.046 0.0220
H -3.429231 2.458488 3.889474 0.013 0.020 0.002 0.0062
H -3.267580 4.902222 3.533158 -0.010 -0.010 -0.002 -0.0037
H -1.527608 5.807644 1.998083 0.015 -0.004 0.000 0.0102
H 0.041252 4.237616 0.857707 -0.033 -0.008 -0.016 -0.0023
C -7.665218 -1.201053 2.584584 0.044 -0.008 -0.041 0.0002
C -6.379228 -1.585173 1.893231 -0.088 -0.045 0.030 0.0011
C -5.419711 -0.623774 1.608817 0.073 0.073 -0.017 0.0014
C -4.240344 -0.954054 0.949247 -0.041 -0.127 0.032 0.0035
C -4.016104 -2.269771 0.570591 -0.130 0.065 -0.027 0.0005
C -4.965439 -3.246483 0.847561 -0.038 0.014 0.081 0.0011
C -6.135817 -2.902936 1.508490 0.049 -0.041 0.010 -0.0001
S -2.555456 -2.760757 -0.342059 0.302 0.131 -0.097 0.0023
O -3.085418 -3.369034 -1.544896 -0.160 -0.076 -0.082 -0.0001
O -1.840185 -3.655417 0.544048 -0.007 -0.028 0.174 0.0007
N -1.713835 -1.468489 -0.651042 -0.720 0.018 -0.914 0.0122
C -2.158594 -0.761783 -1.888230 0.078 -0.144 0.467 0.0028
C -2.307822 0.741772 -1.630438 -0.212 -0.191 0.501 0.0004
O -2.634464 1.479998 -2.539770 -0.095 0.171 -0.040 -0.0004
O -2.078537 1.090157 -0.385966 -0.366 0.183 -1.020 0.0020
H -7.470182 -0.583578 3.463993 -0.004 -0.018 -0.008 0.0001
H -8.222859 -2.084275 2.901645 0.013 0.012 0.005 0.0000
H -8.309038 -0.620908 1.917345 0.011 -0.017 0.018 0.0001
H -5.586267 0.408381 1.906543 0.038 -0.060 -0.029 0.0005
H -3.499303 -0.196899 0.738149 0.021 0.058 -0.031 0.0012
H -4.776423 -4.269471 0.540698 -0.036 0.056 0.013 0.0001
H -6.872116 -3.668886 1.734708 0.005 0.013 -0.025 0.0000
H -3.109726 -1.143790 -2.247742 -0.144 0.030 -0.077 0.0006
H -1.435247 -0.898984 -2.689613 0.138 -0.006 -0.052 0.0005
C 0.949996 -5.113125 0.185567 0.095 -0.091 -0.175 0.0009
N 2.058515 -4.594989 -0.602693 -0.103 -0.255 0.370 0.0031
C 1.919921 -3.657639 -1.559889 0.107 0.142 -0.193 0.0023
S 0.496203 -3.150781 -2.189561 0.044 -0.014 -0.219 0.0003
N 3.176320 -3.151411 -1.968367 -0.019 -0.145 -0.102 0.0034
C 3.912951 -4.019539 -2.882767 -0.079 0.047 0.042 0.0004
H 0.875138 -6.201034 0.100486 0.047 0.005 -0.020 0.0000
H 0.019372 -4.666613 -0.158906 0.051 0.028 0.036 0.0000
H 1.084474 -4.847927 1.234747 -0.008 0.020 0.023 0.0007
H 2.971534 -4.601376 -0.179250 0.024 0.035 0.054 0.0003
H 3.016402 -2.242645 -2.390192 0.050 -0.037 -0.047 -0.0003
H 3.363027 -4.203860 -3.815009 0.007 -0.008 -0.021 0.0001
H 4.113396 -4.981611 -2.411227 0.007 -0.014 0.025 0.0001
H 4.867430 -3.551495 -3.121710 0.013 0.027 -0.004 0.0000

---

2.
39
Properties=species:S:1:pos:R:3:forces:R:3:lowdin_spin:R:1 method="wB97M-V/def2-TZVPD" spin_multiplicity=5 s_squared=6.006 orbital_gap_ha="0.24414 / 0.24958" homo_energy_ev="-13.89 / -13.90" total_charge=+2 e_lumo_ev="-7.24 / -7.11" max_force_ha_per_bohr=0.096
I -1.996414 -0.675326 -1.608238 -0.386 -1.170 1.116 -0.0004
I 0.884661 0.424047 -2.938916 1.372 0.528 0.904 -0.0118
Pm 1.197812 0.664881 0.407332 -0.460 0.947 -3.375 4.0491
P -1.024000 -2.900116 -1.234777 -0.412 0.002 -0.828 0.0001
C -1.332426 -3.565744 0.405098 -0.137 0.232 0.156 0.0000
C -1.908217 -3.858456 -2.482326 -0.121 -0.098 0.043 0.0000
H -1.534498 -4.889600 -2.473652 -0.059 0.150 0.029 0.0000
H 0.913402 -4.034308 -2.013119 -0.038 0.374 0.280 0.0000
H -1.754323 -3.426259 -3.478435 0.052 -0.034 0.245 0.0000
H 1.070804 -2.255171 -2.274718 -0.144 -0.341 0.164 0.0001
H -2.331120 -3.278305 0.753481 0.196 -0.144 -0.059 0.0000
H -2.981774 -3.856061 -2.257574 0.228 -0.002 -0.025 0.0000
C 0.743520 -3.036438 -1.568588 0.123 0.235 -0.036 0.0003
H -1.270417 -4.663240 0.319507 0.037 0.331 0.073 0.0000
H 1.298840 -2.926903 -0.623645 -0.155 -0.133 -0.342 0.0001
H -0.568076 -3.184596 1.098626 -0.296 -0.168 -0.195 0.0000
P -0.163196 3.167837 -0.274278 -0.177 1.438 -1.146 -0.0101
C -0.678949 4.427278 0.937188 0.170 -0.188 0.510 -0.0023
C 1.144489 4.058161 -1.209673 0.253 -0.400 0.195 0.0016
H -1.359764 2.542301 -2.288780 -0.027 0.252 0.053 -0.0001
H -1.627764 4.273154 -1.870475 -0.007 -0.339 0.196 -0.0005
H -2.475039 2.963639 -0.964681 0.027 0.160 -0.138 0.0000
C -1.548114 3.249822 -1.473287 0.014 -0.522 0.086 -0.0023
H 1.454173 3.444245 -2.067161 -0.088 0.286 0.159 0.0001
H 0.754007 5.029360 -1.543730 0.168 -0.275 0.085 0.0001
H -0.601062 5.433729 0.499354 -0.111 -0.372 0.124 -0.0005
H -0.016370 4.361868 1.811181 -0.226 0.232 -0.108 0.0000
H 2.010855 4.208978 -0.550612 -0.116 0.158 -0.235 0.0000
H -1.709284 4.230341 1.262560 0.263 0.145 -0.043 0.0000
C -0.996837 1.177442 1.634670 -3.980 0.025 2.940 -0.0077
O -1.954444 1.337510 2.259044 3.543 -0.358 -2.476 -0.0004
C 3.058493 -1.529157 3.201170 -0.008 0.072 0.129 0.0003
S 1.555338 -0.643445 2.845608 0.285 -1.285 2.047 0.0003
O 0.608647 -0.707632 3.920767 0.895 0.283 -1.132 -0.0012
O 2.026925 0.747665 2.445671 -0.254 -0.448 0.371 -0.0065
O 1.025039 -1.242899 1.542375 0.110 0.194 0.315 -0.0087
H 3.391330 -1.218945 4.197937 -0.172 -0.032 -0.157 0.0000
H 3.820411 -1.237656 2.469156 -0.262 -0.139 0.091 0.0000
H 2.873353 -2.611998 3.185942 -0.097 0.403 -0.013 0.0000